Entry 1
Molecular formula: C2H4INO2
Method: DFT, ωB97M-V with the def2-TZVPD basis set

Kohn-Sham gap (alpha / beta): 7.0 / 8.9 eV
Highest occupied orbital energy (alpha / beta): -8.97 / -9.96 eV

Geometry (Å):
C: 0.01 -0.05 -1.08
C: 0.79 -0.11 1.54
N: -1.28 0.38 -0.98
O: -2.18 -0.45 -1.10
O: -1.48 1.58 -0.79
I: 2.39 -1.38 1.57
H: 0.77 0.70 -1.21
H: 0.20 -1.08 -1.33
H: 0.95 0.95 1.62
H: -0.17 -0.53 1.77

Formally, the Löwdin partial charges of the atoms, in units of the elementary charge, are as follows:
1. C 0.092
2. C -0.599
3. N -0.491
4. O 0.045
5. O 0.038
6. I 0.786
7. H 0.088
8. H 0.086
9. H -0.021
10. H -0.024



Entry 2
Molecular formula: C2H4INO2
Method: DFT, ωB97M-V with the def2-TZVPD basis set

Kohn-Sham gap (alpha / beta): 9.4 / 6.3 eV
Highest occupied orbital energy (alpha / beta): -10.04 / -8.46 eV

Geometry (Å):
C: -0.30 0.95 -0.82
C: -0.61 -1.48 1.08
N: 1.06 1.06 -0.51
O: 1.42 1.13 0.67
O: 1.81 0.94 -1.47
I: -0.62 -3.20 0.07
H: -0.51 1.09 -1.95
H: -1.02 1.53 -0.14
H: 0.29 -1.04 1.60
H: -1.53 -0.97 1.46

Formally, the Löwdin partial charges of the atoms, in units of the elementary charge, are as follows:
1. C 0.112
2. C -0.714
3. N -0.482
4. O 0.018
5. O 0.047
6. I 0.813
7. H 0.122
8. H 0.110
9. H -0.013
10. H -0.012



Entry 3
Molecular formula: C2H4INO2
Method: DFT, ωB97M-V with the def2-TZVPD basis set

Kohn-Sham gap: 9.2 eV
SMILES string: C=CI.O=NO
Highest occupied orbital energy: -8.98 eV

Geometry (Å):
C: 0.68 -2.58 -0.21
C: -0.03 -1.49 0.04
I: -2.12 -1.46 0.15
H: 1.76 -2.42 -0.22
H: 0.29 -3.63 -0.32
H: 0.50 -0.66 0.13
O: -0.28 1.56 -0.10
N: -0.69 2.67 -0.21
O: 0.08 3.55 0.47
H: -0.20 4.47 0.28

Formally, the Löwdin partial charges of the atoms, in units of the elementary charge, are as follows:
1. C -0.130
2. C -0.712
3. I 0.768
4. H 0.057
5. H 0.069
6. H -0.050
7. O -0.020
8. N -0.103
9. O 0.003
10. H 0.118



It comes down to entry 3, which is 2.461 eV more stable than the next structure.



Entry 1
Molecular formula: C6H11Br
Method: DFT, ωB97M-V with the def2-TZVPD basis set

Kohn-Sham gap (alpha / beta): 8.3 / 4.4 eV
Highest occupied orbital energy (alpha / beta): -9.49 / -7.45 eV

Geometry (Å):
Br: 3.92 0.62 1.47
C: -0.27 1.88 -0.34
C: -0.57 0.47 0.05
C: 0.31 -0.53 -0.33
C: 0.04 -1.99 0.01
C: 1.48 -0.25 -1.01
C: -1.82 0.14 0.79
H: -1.10 2.50 0.00
H: 0.67 2.28 0.09
H: -0.17 2.00 -1.44
H: 0.89 -2.54 -0.41
H: -0.01 -2.12 1.10
H: -0.89 -2.36 -0.45
H: 2.18 -1.05 -1.22
H: 1.81 0.75 -1.28
H: -2.36 1.08 0.93
H: -2.47 -0.56 0.23
H: -1.65 -0.32 1.79

Formally, the Löwdin partial charges of the atoms, in units of the elementary charge, are as follows:
1. Br -0.267
2. C -0.055
3. C -0.255
4. C -0.342
5. C -0.050
6. C 0.089
7. C -0.043
8. H 0.076
9. H 0.097
10. H 0.100
11. H 0.076
12. H 0.090
13. H 0.086
14. H 0.060
15. H 0.055
16. H 0.078
17. H 0.100
18. H 0.104



Entry 2
Molecular formula: C6H11Br
Method: DFT, ωB97M-V with the def2-TZVPD basis set

Kohn-Sham gap: 9.0 eV
Highest occupied orbital energy: -8.37 eV

Geometry (Å):
C: -1.60 -2.00 -0.38
C: -1.52 -0.77 -0.05
C: 0.61 0.47 -1.35
C: 1.37 -0.45 0.90
C: 0.07 1.62 0.81
C: 0.46 0.40 0.17
Br: -3.03 0.34 0.13
H: -2.53 -2.44 -0.66
H: -0.70 -2.63 -0.57
H: 0.79 -0.63 -1.58
H: 1.47 1.04 -1.72
H: -0.24 0.76 -1.79
H: 1.24 -0.23 1.89
H: 1.24 -1.57 0.78
H: 2.36 -0.14 0.66
H: 1.02 2.26 0.78
H: -0.64 2.19 0.14
H: -0.36 1.79 1.84

Formally, the Löwdin partial charges of the atoms, in units of the elementary charge, are as follows:
1. C -0.158
2. C -0.665
3. C -0.065
4. C -0.075
5. C -0.136
6. C -0.444
7. Br 0.661
8. H 0.034
9. H 0.067
10. H 0.104
11. H 0.094
12. H 0.021
13. H 0.047
14. H 0.118
15. H 0.092
16. H 0.123
17. H 0.076
18. H 0.106



It comes down to entry 1, which is 1.363 eV more stable than the next structure.